This record from OMol25 describes a cluster of 12 separate species, C82H179F3N4O27 in total in a non-equilibrium geometry. The level of theory is the ωB97M-V functional and the def2-TZVPD basis.

Summary:
F_max: 2.94 eV/A
HOMO-LUMO gap: 8.987 eV
M: 1710.33 g/mol
Total energy: -157312.8878 eV
E_HOMO: -8.56 eV

```
! wB97M-V def2-TZVPD RIJCOSX def2/J DEFGRID3
* xyz 0 1
F 3.32 6.63 6.58
F 1.16 6.66 6.02
F 2.70 7.46 4.68
O 1.36 0.96 2.05
O -3.50 5.26 -1.66
O 5.44 1.75 -2.99
O -0.52 2.68 -6.83
O 1.72 4.36 5.30
O -6.21 -3.80 -0.39
O -3.69 -2.08 -0.99
O -2.38 3.81 5.18
O 6.19 -0.79 -3.99
O 4.41 -6.12 1.85
O -0.56 -5.37 -3.11
O -2.84 1.31 -5.24
O -0.75 3.43 -9.78
O -3.29 -7.16 4.41
O -7.22 5.15 5.84
O 0.14 5.96 -3.46
O -3.93 6.24 6.32
O -7.28 2.30 1.76
O -7.25 -5.79 -1.79
O 0.48 -3.20 -5.10
O 1.86 -0.35 -4.75
O 3.32 4.96 3.86
O 4.12 0.93 2.80
O 1.87 5.77 -1.38
O 3.92 3.76 -4.81
O 2.15 6.90 1.53
O -5.22 3.96 0.58
N 5.13 -0.03 2.97
N -2.71 -6.03 3.74
N 4.14 -5.18 0.83
N 1.14 0.49 0.74
C 4.97 -0.01 5.43
C 1.02 1.63 -0.19
C -5.08 -1.72 -0.96
C 4.30 -1.31 0.82
C 3.69 3.33 -3.46
C -1.05 -7.42 2.57
C 1.07 2.08 5.71
C 4.92 3.03 -2.74
C 2.57 8.25 1.64
C 6.01 0.53 0.85
C -3.68 -4.65 5.50
C -1.43 1.22 -4.93
C 2.48 2.10 -0.28
C -2.74 -3.95 1.79
C -6.24 1.78 0.97
C 1.03 6.88 -1.62
C 0.53 -1.55 1.79
C 6.54 -1.65 1.78
C 1.78 2.97 4.70
C -1.20 0.13 1.61
C -0.67 -4.00 -5.16
C 2.37 -4.22 -0.66
C -8.43 5.61 5.35
C 4.99 -6.94 -0.87
C -2.30 -6.48 2.42
C -4.80 5.26 5.83
C 3.11 6.15 -0.70
C 2.13 -4.63 1.82
C -3.07 -3.59 3.24
C -3.14 4.76 -0.39
C -3.60 -4.88 3.95
C -5.00 -5.18 3.43
C 0.02 -0.45 0.87
C -0.44 -5.38 -4.50
C 6.25 1.65 -4.10
C -4.12 4.86 0.70
C 6.15 -2.65 2.86
C -2.68 5.72 6.66
C -0.93 5.60 -4.32
C 1.87 -1.56 -4.04
C 6.21 -1.51 -2.78
C 2.56 5.18 4.76
C -5.96 -2.47 0.01
C -4.96 2.64 0.99
C -3.40 -7.20 1.55
C 0.24 2.83 0.40
C 7.06 0.39 -3.99
C -1.77 -5.19 1.69
C -3.33 -3.17 -1.78
C 3.16 0.09 -5.18
C 2.16 -6.52 0.22
C -0.64 0.17 -1.53
C -0.45 -6.66 -2.50
C -1.85 5.12 5.46
C 3.03 6.07 0.82
C 2.80 4.37 -5.38
C -7.38 -5.72 -0.36
C -6.07 -6.38 -2.30
C -3.68 0.82 -4.23
C -7.11 2.36 3.16
C -0.39 -0.98 -0.54
C -1.65 2.96 -7.63
C -7.45 -4.29 0.09
C 3.28 -4.51 -1.88
C -0.16 4.43 -10.68
C 4.74 -4.51 -1.43
C -6.11 6.00 5.65
C 5.92 -1.96 4.19
C 5.09 -5.47 -0.28
C 2.46 6.52 5.54
C 6.54 -5.28 0.20
C 3.44 -1.62 4.20
C -4.22 4.33 -2.49
C -0.60 1.40 -6.16
C 0.54 1.13 -1.54
C 2.72 -5.20 0.55
C 5.39 -0.63 1.62
C 4.77 -0.86 4.17
C -2.08 3.39 3.88
C -1.29 4.03 -8.63
C 0.52 -2.20 -4.08
C -0.26 6.39 -2.19
H 1.18 1.11 5.24
H -4.52 4.86 4.84
H 3.84 0.07 -4.27
H -3.64 4.64 1.66
H -0.18 -2.39 1.83
H 5.29 -3.12 2.46
H 0.31 -2.70 -3.09
H 0.06 2.38 5.74
H 5.40 -1.35 -2.04
H 1.06 -6.46 0.34
H 3.09 1.11 -5.46
H 5.67 1.65 -5.01
H -0.88 5.19 -10.89
H 3.52 8.58 2.00
H 3.53 -0.54 -5.98
H -4.40 4.84 -3.44
H -8.70 6.60 5.73
H 4.97 -7.61 -0.03
H -0.76 5.61 -1.60
H 2.68 5.01 1.07
H 0.34 2.06 -2.09
H -0.82 2.90 0.13
H 7.09 -1.30 -2.23
H -3.82 -2.76 3.29
H 1.49 -2.02 1.50
H 0.61 -5.62 -4.77
H -1.59 0.94 0.99
H -1.61 -5.50 0.64
H 2.51 -7.36 0.77
H -2.03 -0.53 1.91
H -6.10 2.49 3.48
H 4.11 -7.11 -1.52
H 2.29 0.75 2.20
H -1.32 -7.30 -2.78
H -2.17 6.60 7.12
H -5.18 4.12 -2.01
H 6.69 -4.39 0.76
H -0.25 -1.45 -4.33
H 3.83 -2.00 1.48
H -7.46 -4.24 1.18
H -2.13 5.16 -0.16
H 2.59 2.97 -0.92
H 2.74 2.50 0.70
H -4.03 -7.79 2.21
H -2.63 2.47 3.69
H 0.17 3.92 -11.62
H -6.15 -7.51 -2.21
H 2.09 -5.50 2.55
H -0.45 -6.51 -1.40
H -6.63 1.77 -0.10
H 1.32 -4.43 -0.89
H 1.06 -4.31 1.76
H 2.03 3.61 -5.51
H -4.73 5.77 0.82
H -0.89 0.57 2.53
H -1.07 -6.16 -5.01
H -5.51 -2.49 1.05
H -3.68 -4.07 1.30
H -0.80 -4.20 -6.20
H 2.53 5.23 -4.74
H 4.34 1.77 3.26
H -3.74 -0.26 -4.24
H -7.70 3.14 3.56
H 0.48 -7.21 -2.73
H -6.14 6.83 6.36
H -1.04 0.69 -6.95
H -8.52 5.68 4.21
H 3.15 1.34 -0.52
H -5.50 -1.92 -1.99
H -2.61 -7.32 5.06
H 0.76 7.33 -0.67
H 0.21 2.81 1.52
H 6.85 0.97 1.48
H -9.22 4.94 5.64
H -2.67 -4.78 5.90
H 5.82 -2.60 5.05
H 0.57 3.79 0.04
H 4.04 6.10 1.26
H 3.02 4.72 -6.43
H -1.31 -1.53 -0.38
H -4.33 2.15 0.19
H -5.50 -6.07 3.86
H 2.49 -3.11 -0.47
H 5.38 -4.75 -2.30
H 0.39 1.07 -5.86
H -1.52 0.67 -1.15
H 2.40 8.67 0.66
H 2.87 2.74 4.59
H -6.11 6.42 4.66
H 3.23 -1.78 5.29
H -2.36 -3.48 -1.55
H 4.72 3.13 -1.63
H -7.45 1.46 3.63
H 6.30 0.18 -0.14
H -2.85 3.69 -0.39
H 1.86 8.64 2.39
H -5.04 -0.67 -0.70
H -1.53 6.48 -4.41
H 3.57 -0.63 0.36
H 6.95 -3.44 2.77
H -2.53 4.15 3.26
H 7.61 0.45 -3.03
H 4.73 -1.84 -0.08
H -2.51 3.36 -6.99
H -0.85 -0.26 -2.50
H -5.19 -5.98 -1.74
H -4.70 1.23 -4.30
H -3.98 -4.04 -1.61
H -0.63 4.72 -8.23
H -5.06 -5.35 2.33
H -1.13 1.99 -4.12
H -4.97 4.42 6.52
H -1.00 3.21 3.67
H -2.27 -3.09 1.18
H -0.75 5.15 5.71
H -6.56 -6.17 0.17
H -6.02 -6.13 -3.33
H -0.84 -4.89 2.09
H 2.18 -1.33 -2.99
H -2.17 4.57 -8.95
H 5.27 1.29 0.62
H -1.99 5.80 4.59
H -5.79 -4.36 3.61
H 3.25 -3.79 -2.70
H 1.60 2.25 6.64
H -0.58 -7.53 1.57
H -1.09 7.10 -2.18
H -0.39 -6.89 3.25
H 6.89 2.53 -4.19
H 5.93 -7.16 -1.41
H -3.97 -6.55 0.91
H 6.88 -6.17 0.75
H 4.98 -3.52 -1.05
H -3.41 -2.91 -2.90
H 5.01 -0.61 6.36
H -2.13 -3.30 3.77
H 5.98 0.48 5.46
H 3.55 7.13 -1.00
H 7.38 -1.03 2.02
H 2.72 -3.86 2.36
H -2.01 2.04 -8.09
H 2.28 -6.69 -0.88
H 3.49 -2.59 3.61
H 3.00 -5.44 -2.31
H 1.34 0.72 -2.08
H -8.35 -6.12 -0.14
H -1.56 -3.55 -4.68
H 4.18 0.74 5.51
H 2.63 -0.99 3.79
H 0.57 -1.22 2.85
H -5.97 0.72 1.33
H -1.55 4.90 -3.78
H -4.35 2.61 1.92
H 6.85 -1.48 4.49
H 7.09 -5.17 -0.76
H -2.87 -7.84 0.84
H -1.27 -8.42 2.91
H 6.16 -2.58 -2.91
H 4.79 -5.59 2.55
H 3.08 4.11 -2.99
H -3.60 3.46 -2.69
H -4.42 -5.31 5.98
H -2.80 4.86 7.39
H 3.00 2.45 -3.44
H -3.94 -3.62 5.72
H 2.59 -2.27 -4.40
H -0.50 5.24 -5.23
H -6.92 -2.03 0.21
H -1.38 0.23 -4.43
H 0.74 4.89 -10.27
H -8.16 -3.57 -0.34
H 7.72 0.27 -4.87
H 6.75 -2.14 0.86
H 0.34 -1.70 -0.98
H 3.86 5.38 -1.00
H 1.41 3.08 3.70
H 5.67 3.76 -3.08
H -3.35 1.08 -3.23
H 1.53 7.65 -2.20
*
```